10
Properties=species:S:1:pos:R:3:forces:R:3 method="wB97M-V/def2-TZVPD" smiles="C=CCO" lumo_energy_ev=1.09
C -0.2946 0.0404 -1.5644 -0.62 -0.13 1.27
C -0.8725 -0.2303 -0.3822 0.23 -0.25 1.42
C -0.1115 -0.1695 1.0688 -1.95 1.22 -3.81
O 1.1670 0.3308 0.8010 -0.32 0.54 3.29
H -0.8457 0.0114 -2.5200 0.51 0.14 0.69
H 0.7497 0.3656 -1.5158 -0.36 -0.18 -0.84
H -1.9555 -0.3876 -0.2466 0.54 -0.26 -0.49
H -0.2011 -1.0758 1.6399 0.46 -0.76 -0.06
H -0.7892 0.5369 1.5567 0.70 0.46 0.43
H 1.3775 0.0603 -0.0548 0.81 -0.77 -1.89

***

13
Properties=species:S:1:pos:R:3:forces:R:3 method="wB97M-V/def2-TZVPD" spin_multiplicity=3 s2=2.006 lumo_energy_ev="1.03 / -2.14"
C -3.3335 -0.2773 0.4125 0.62 -0.60 -1.11
C -0.0613 1.0135 -0.7089 1.37 -0.46 -1.01
C -0.1694 -0.4118 -0.3283 -0.78 1.92 -5.83
N -3.4301 0.5857 1.0706 -0.40 6.92 4.88
N 0.7916 -1.0897 -1.0486 -0.45 0.47 -1.21
N -0.3510 -0.8769 0.8724 2.22 -4.84 4.09
H -0.5289 1.7210 -0.0724 -0.58 0.58 0.40
H 1.0398 1.0945 -0.6869 -0.07 1.24 0.05
H -0.3379 1.1131 -1.7809 -0.13 0.38 0.68
H 0.9450 -2.0512 -0.8488 -0.04 -0.75 -0.07
H 0.7102 -0.7670 -2.0248 0.84 -0.93 0.58
H -0.8184 -0.3456 1.4914 -2.39 2.40 2.35
H -3.4158 -1.1012 -0.0278 -0.22 -6.32 -3.80

***

29
Properties=species:S:1:pos:R:3:forces:R:3 method="wB97M-V/def2-TZVPD" charge=-1 lumo_energy_ev=2.43
Cl -17.7974 23.5236 21.6606 0.06 -0.01 -0.18
C -14.0386 24.4794 17.1816 2.78 1.70 -1.58
O -13.2585 24.9979 16.3870 0.76 -0.25 -0.41
N -15.2724 24.8465 17.2208 -4.56 1.13 0.07
N -13.6994 23.6192 18.1145 0.91 -1.98 1.65
H -15.5304 25.6751 16.7042 -0.06 -0.41 0.12
H -15.8829 24.4827 17.9385 -0.24 0.36 -0.24
H -12.7059 23.5253 18.2703 -0.39 -0.19 0.23
H -14.3815 23.5083 18.8511 0.67 -0.38 0.32
C -14.8554 29.2510 22.0824 -1.32 4.91 0.07
O -15.6988 29.3254 22.9121 -1.80 -0.18 3.21
N -14.2979 30.3583 21.5373 1.41 1.91 -0.10
N -14.5943 28.2580 21.3554 1.36 -5.07 -2.08
H -13.6950 30.1867 20.7454 -0.02 1.17 0.35
H -14.4667 31.2642 21.9509 0.31 -0.32 -0.29
H -15.2480 27.5096 21.5362 0.63 -0.73 -0.92
H -13.9532 28.4831 20.6081 -0.60 -1.71 -0.21
O -21.2013 19.6244 20.6189 -0.27 -0.19 0.04
H -20.4913 20.2360 20.8138 0.27 0.31 0.18
H -21.0596 19.3752 19.7056 0.05 -0.05 -0.19
O -21.6219 24.0115 17.4887 -0.10 0.20 -0.20
H -21.1645 23.7285 18.2805 0.22 -0.01 0.32
H -21.9684 23.2036 17.1100 -0.08 -0.17 -0.08
O -20.7755 26.9037 22.9561 -0.22 0.17 0.23
H -21.2103 27.4853 22.3325 -0.07 0.13 -0.13
H -20.2489 26.3186 22.4115 0.35 -0.38 -0.09
O -17.0157 21.7143 25.8898 0.04 -0.03 0.40
H -16.7897 20.7872 25.8153 0.02 -0.18 -0.04
H -16.9023 22.0609 25.0048 -0.11 0.28 -0.44

***

139
Properties=species:S:1:pos:R:3:forces:R:3 method="wB97M-V/def2-TZVPD" lumo_energy_ev=-1.36
H 3.5932 -1.4872 4.6956 0.22 -0.60 -0.79
N 4.0843 -2.1583 4.0595 -2.89 -0.07 -5.64
C 3.4272 -2.2240 2.8253 1.53 0.59 5.29
C 2.0788 -1.3181 2.6338 1.25 0.30 0.11
C 0.9266 -1.9709 1.6491 -0.52 1.13 -0.05
P 1.2839 -3.7787 1.0966 1.17 -3.86 3.24
O 1.6302 -4.7972 2.2356 -0.95 3.00 -2.94
C 0.8051 -1.0468 0.2537 -0.31 0.50 0.30
C 0.3357 0.4860 0.5655 -1.15 0.69 0.85
C 0.6705 1.6393 -0.5217 -0.16 1.81 -0.19
C 1.9898 2.5865 -0.1185 0.26 -1.21 0.55
O 1.8569 3.9309 -0.7395 4.16 -0.11 -0.85
C 3.2590 4.3999 -1.0005 3.63 0.60 4.06
C 3.7379 4.8184 -2.5476 -0.50 0.68 0.91
O 4.1829 4.4815 -0.0042 -6.23 -0.84 -6.34
C 2.2825 -1.0900 -0.4548 0.96 0.04 -1.36
C 2.3083 -1.6036 -2.0207 2.86 -0.63 -0.44
C 3.9333 -1.8255 -2.3646 0.29 -0.26 1.10
O 1.8446 -0.6184 -3.0057 -0.26 -2.19 0.47
C 1.6255 -1.2049 -4.3365 -1.20 0.62 -1.27
C 0.4708 -0.2378 -5.0644 -2.41 2.14 -1.02
C -0.6043 -0.8234 -6.1907 -0.37 4.14 1.40
C -1.7418 0.2372 -6.8038 2.58 1.56 2.91
C -1.8028 1.8188 -6.2981 2.98 -1.97 1.78
C -0.7251 2.3944 -5.1866 0.20 -4.89 -1.39
C 0.4001 1.3312 -4.5904 -2.60 -0.63 -2.30
C -0.4061 -1.7269 -0.6735 1.84 -0.24 -1.12
O -0.9039 -0.8432 -1.7364 2.66 -0.01 3.66
N -1.8766 -1.3977 -2.4706 -0.93 -3.03 -4.40
O -1.4536 -2.1468 -3.3346 -0.95 2.05 2.76
S -1.9372 -2.1959 0.3627 -8.95 -0.81 -1.15
O -2.9869 -1.0180 0.4272 4.99 -3.35 0.55
O -2.7376 -3.3798 -0.3131 4.23 3.44 2.40
O -1.5730 -2.7445 1.9244 1.46 1.14 -2.25
C -0.4367 -2.0514 2.5419 0.32 0.48 4.00
N -0.8887 -0.7599 3.2015 -0.71 -1.46 -1.43
F -0.0858 -2.9180 3.7369 -1.00 1.92 -3.45
H 3.8913 -2.9686 2.0471 -1.09 1.63 1.45
H 2.4551 -0.2665 2.2114 -0.97 -2.34 0.67
H 1.6801 -1.0691 3.7274 0.59 -0.82 -2.62
H 2.3722 -3.8673 0.1135 -1.15 0.73 0.45
H 0.1061 -4.2853 0.3780 0.83 0.93 0.28
H 0.7080 0.8917 1.6256 -0.63 -1.26 -2.31
H -0.8536 0.4576 0.6742 2.57 0.09 -0.32
H -0.2444 2.4079 -0.4959 1.95 -1.71 -0.03
H 0.7575 1.3025 -1.6380 -0.09 0.31 2.24
H 2.0814 2.7357 1.0611 -0.16 -0.51 -2.55
H 3.0017 2.1381 -0.5659 -2.24 0.62 1.26
H 2.8331 4.8208 -3.2904 1.84 -0.25 1.50
H 4.6145 4.1088 -2.8653 -1.92 1.23 0.69
H 4.1869 5.9232 -2.5023 -1.05 -2.52 0.11
H 3.0705 -1.8008 0.0944 -2.11 1.52 -1.06
H 2.8504 -0.0389 -0.4650 -1.71 -2.13 0.14
H 1.8448 -2.6929 -2.1698 0.47 2.40 0.30
H 4.1075 -2.3367 -3.4076 -0.41 1.20 2.05
H 4.4170 -2.5310 -1.5319 -1.05 1.35 -1.86
H 4.5199 -0.7909 -2.2693 -1.45 -2.21 -0.46
H 1.2439 -2.3339 -4.2717 0.74 2.47 -0.10
H 2.5980 -1.1564 -4.9930 -1.77 -0.14 1.39
H -0.5752 -1.9689 -6.5219 0.01 2.96 0.70
H -2.5597 -0.1005 -7.5801 1.96 0.61 1.80
H -2.6203 2.5776 -6.6922 1.84 -2.03 0.84
H -0.7353 3.4955 -4.7704 -0.09 -2.52 -1.05
H 1.1332 1.7777 -3.7687 -1.63 -1.33 -2.02
H -0.0922 -2.7292 -1.1890 -0.72 1.70 1.16
H -1.6095 -0.3406 2.5556 1.07 -0.37 0.77
H -1.4370 -0.9463 4.0907 0.84 -0.42 -1.19
N -4.8844 -0.3762 -3.3456 0.85 -1.13 0.31
C -5.1684 0.7634 -4.0015 0.05 -0.17 -0.22
N -6.4069 1.2406 -3.7823 -1.16 0.97 -0.11
O -4.3673 1.3195 -4.7360 0.25 0.44 -0.13
H -5.5308 -0.8488 -2.7366 -0.14 0.33 0.07
H -3.9624 -0.7691 -3.4831 -0.32 0.21 0.07
H -6.6613 2.0969 -4.2569 0.10 -0.34 0.17
H -7.0806 0.7968 -3.1810 0.13 -0.10 0.13
N 5.3994 3.4128 2.5835 -0.09 0.00 -1.25
C 5.0039 3.0204 3.8080 0.32 -0.01 0.03
N 5.8777 3.2966 4.7927 0.31 0.06 1.14
O 3.9384 2.4593 4.0092 -0.71 -0.17 0.09
H 6.2729 3.8761 2.3980 -0.21 -0.08 0.04
H 4.7706 3.2238 1.8139 0.25 0.32 0.14
H 5.6186 3.0179 5.7300 0.22 0.11 -0.19
H 6.7599 3.7579 4.6467 -0.18 -0.12 0.06
N -4.6121 3.9890 -2.4887 0.07 0.36 -1.28
C -4.7231 4.1092 -1.1534 -0.02 0.67 0.09
N -4.7700 2.9404 -0.4891 -0.07 -1.07 1.16
O -4.7769 5.1911 -0.5903 -0.02 0.20 0.18
H -4.5663 3.1070 -2.9705 0.09 0.04 -0.09
H -4.5735 4.8450 -3.0265 0.01 -0.37 0.22
H -4.8534 2.9861 0.5180 0.04 -0.03 -0.44
H -4.7271 2.0396 -0.9352 -0.02 0.10 0.02
N -2.2786 -6.8482 0.7776 1.19 0.63 0.49
C -3.1824 -7.7872 0.4441 0.32 -0.76 0.44
N -4.1828 -7.3464 -0.3399 -1.43 0.11 -0.99
O -3.1013 -8.9452 0.8222 -0.07 -0.05 -0.05
H -2.3284 -5.8897 0.4761 -0.08 -0.03 0.06
H -1.5092 -7.1383 1.3668 -0.29 0.14 -0.17
H -4.8846 -8.0214 -0.6140 0.30 0.28 0.12
H -4.2666 -6.3967 -0.6614 0.08 -0.14 0.11
N -9.2348 -2.0496 -1.2778 -1.23 0.38 0.25
C -7.9209 -1.8592 -1.4949 -0.07 -0.07 0.02
N -7.2199 -2.9878 -1.7052 1.05 -0.70 -0.27
O -7.4065 -0.7520 -1.5007 0.30 0.49 -0.19
H -9.6766 -2.9534 -1.2693 0.10 0.17 0.00
H -9.7988 -1.2258 -1.1151 0.17 -0.34 -0.05
H -6.2272 -2.8890 -1.8727 -0.33 -0.18 0.13
H -7.6257 -3.9085 -1.7043 0.08 0.19 0.00
N -4.7009 -0.7153 3.6097 0.19 0.14 -1.33
C -4.4095 -0.9862 4.8947 0.30 -0.16 0.06
N -5.3768 -0.6549 5.7689 -0.68 0.15 1.27
O -3.3531 -1.4917 5.2396 0.41 -0.01 0.03
H -5.5652 -0.2994 3.3062 0.17 -0.09 0.03
H -3.9995 -0.9492 2.9193 -0.35 0.04 0.05
H -5.1978 -0.8422 6.7467 -0.10 0.08 -0.37
H -6.2533 -0.2379 5.5040 0.19 -0.10 0.04
N 0.6957 -4.2098 -10.0657 0.11 0.35 -1.38
C 0.5846 -4.0896 -8.7305 -0.02 0.54 0.20
N 0.5378 -5.2584 -8.0662 -0.08 -1.01 1.11
O 0.5308 -3.0077 -8.1674 0.00 0.05 0.10
H 0.7414 -5.0918 -10.5476 -0.01 0.18 0.11
H 0.7342 -3.3539 -10.6035 -0.01 -0.34 0.19
H 0.4543 -5.2128 -7.0591 0.03 -0.07 -0.41
H 0.5807 -6.1592 -8.5123 -0.01 0.18 0.09
N 3.2144 6.6524 7.9838 -0.01 0.99 1.15
C 3.6725 5.6193 7.2540 -0.05 -0.25 -0.32
N 2.9877 5.3897 6.1192 -0.19 -0.51 -0.96
O 4.6317 4.9450 7.5940 0.14 -0.11 0.14
H 2.4262 7.2194 7.7203 0.16 -0.14 0.03
H 3.7018 6.8592 8.8458 -0.25 -0.06 -0.32
H 3.2997 4.6209 5.5405 -0.16 0.09 0.05
H 2.1953 5.9340 5.8223 0.17 -0.12 0.08
N 7.2858 4.4689 8.2571 -0.74 0.30 -0.21
C 8.1779 3.4644 8.3276 -0.55 -0.31 -0.12
N 9.4210 3.8444 8.6738 1.77 -0.06 0.38
O 7.8832 2.3025 8.0963 0.04 -0.19 -0.09
H 7.5095 5.4318 8.4440 -0.07 -0.22 -0.04
H 6.3381 4.2259 7.9998 0.10 0.38 0.14
H 10.1231 3.1190 8.7383 -0.26 0.32 -0.01
H 9.6829 4.7962 8.8681 -0.09 -0.21 -0.04

***

26
Properties=species:S:1:pos:R:3:forces:R:3 method="wB97M-V/def2-TZVPD" smiles=C[C@@H](N)CN1CCOCC1 lumo_energy_ev=1.01
C 3.2371 0.6595 -0.9418 -0.32 -0.27 0.05
C 2.1001 -0.1873 -0.3487 0.06 0.24 -0.16
N 2.4347 -0.8009 0.9236 0.15 -0.14 0.13
C 0.8490 0.6910 -0.1929 0.08 -0.24 -0.04
N -0.1379 0.1274 0.7083 -0.01 0.14 0.06
C -0.6572 -1.1820 0.3522 -0.21 -0.02 -0.25
C -1.6782 -1.1192 -0.7905 0.26 -0.16 0.17
O -2.7480 -0.2508 -0.4698 -0.08 -0.04 0.06
C -2.2794 1.0463 -0.1669 0.16 0.22 0.22
C -1.2548 1.0171 0.9768 -0.26 -0.02 -0.19
H 2.9307 1.1075 -1.8839 0.01 0.09 -0.17
H 3.5152 1.4562 -0.2534 0.02 0.07 0.08
H 4.1127 0.0392 -1.1251 0.08 -0.01 -0.03
H 1.8891 -1.0059 -1.0499 -0.05 0.12 0.01
H 2.4502 -0.1009 1.6562 -0.01 -0.07 0.07
H 3.3498 -1.2355 0.8757 -0.03 0.08 0.05
H 1.1530 1.6461 0.2502 0.02 0.03 -0.09
H 0.4590 0.9051 -1.2026 0.09 0.06 0.04
H 0.1711 -1.8404 0.1014 0.01 -0.10 0.03
H -1.1555 -1.5768 1.2430 0.01 -0.10 -0.06
H -2.1287 -2.0977 -0.9642 0.10 0.01 -0.05
H -1.1914 -0.7814 -1.7191 -0.05 -0.04 0.02
H -3.1593 1.6264 0.1170 0.08 0.05 -0.04
H -1.8306 1.4995 -1.0653 -0.07 -0.02 0.05
H -0.8827 2.0255 1.1685 -0.01 0.02 0.04
H -1.7509 0.6477 1.8800 -0.06 0.10 0.00

***

26
Properties=species:S:1:pos:R:3:forces:R:3 method="wB97M-V/def2-TZVPD" lumo_energy_ev=-0.24
Ar 1.3751 11.3605 -13.2183 0.00 0.01 -0.01
Kr 0.4581 14.2340 -15.6421 0.06 0.13 0.10
O 0.0268 14.0534 -19.1423 -0.01 -0.07 -0.28
H -0.2527 13.3550 -19.7342 -0.03 -0.08 -0.51
H -0.7585 14.2708 -18.6400 -0.38 0.21 0.56
O 2.6067 13.3290 -19.0269 0.73 -0.30 -0.16
H 2.5598 12.6606 -18.3433 0.11 -0.06 0.15
H 1.7485 13.7523 -19.0079 -0.39 0.33 0.11
O -2.8851 13.2903 -14.9702 -0.15 -0.06 0.25
H -2.7611 13.2929 -15.9194 0.23 -0.08 -0.45
H -3.3297 12.4623 -14.7886 -0.09 -0.17 0.26
O -2.4692 13.9924 -17.5769 0.35 -0.05 -0.32
H -2.7532 14.8306 -17.2123 -0.07 0.48 0.20
H -2.9964 13.8840 -18.3684 -0.36 -0.16 -0.23
O -0.0303 11.5241 -17.3861 -0.26 -0.36 0.14
H -0.1201 12.1440 -18.1099 0.09 0.32 -0.03
H 0.8871 11.2527 -17.4150 0.18 -0.16 0.03
O -2.6552 14.8281 -12.7089 -0.08 0.39 0.56
H -2.6551 14.4486 -13.5876 -0.08 -0.35 -0.47
H -1.7336 14.8348 -12.4502 0.18 0.03 0.10
O 3.9625 14.6662 -13.4460 0.03 -0.32 0.17
H 4.8174 15.0924 -13.3855 0.32 0.14 0.08
H 3.9075 14.3662 -14.3533 -0.03 -0.23 -0.34
O 2.3040 16.7582 -13.6554 -0.52 0.76 -0.22
H 2.8465 15.9745 -13.5668 0.31 -0.46 0.15
H 2.0214 16.9566 -12.7627 -0.12 0.11 0.15

***

Number 1: M 58.08 g/mol, strongest force on any atom 4.5 eV/A. Number 2: M 85.11 g/mol, strongest force on any atom 8.5 eV/A. Number 3: M 227.63 g/mol, strongest force on any atom 5.6 eV/A. Number 4: M 1092.03 g/mol, strongest force on any atom 9.1 eV/A. Number 5: M 144.22 g/mol, strongest force on any atom 0.4 eV/A. Number 6: M 267.87 g/mol, strongest force on any atom 0.9 eV/A.